Arrangement a

Molecular formula: C3H11NO
Method: DFT, ωB97M-V with the def2-TZVPD basis set

```
16
Properties=species:S:1:pos:R:3:mulliken_charge:R:1
C -1.609 0.571 -1.095 -0.548
O -1.739 -0.816 -1.420 -0.486
H -2.482 1.125 -1.420 0.309
H -0.768 0.988 -1.652 0.218
H -1.518 0.668 -0.007 0.221
C 1.192 -0.816 -0.056 -0.693
N 0.808 -0.139 1.136 0.036
C 1.443 1.134 1.468 -0.791
H 0.624 -1.723 -0.242 0.351
H 2.275 -1.026 -0.056 0.361
H 0.980 -0.139 -0.888 0.277
H -2.155 -1.232 -0.676 0.322
H 0.861 -0.724 1.977 0.349
H 0.762 1.735 2.073 0.329
H 2.446 0.946 1.855 0.386
H 1.509 1.716 0.543 0.358
```

Values from the calculation:
Net charge: +1
<S²>: 0.754
Lowest unoccupied orbital energy (spin up / spin down), eV: -3.4580 / -8.4427
E_HOMO (spin up / spin down), eV: -14.157 / -14.126
Frontier orbital gap (spin up / spin down), eV: 10.6992 / 5.6831
Multiplicity: 2

Arrangement b

Molecular formula: C3H11NO
Method: DFT, ωB97M-V with the def2-TZVPD basis set

```
16
Properties=species:S:1:pos:R:3:mulliken_charge:R:1
C -0.163 2.899 0.737 -0.612
O -0.590 1.468 0.578 -0.436
H 0.872 3.061 0.487 0.305
H -0.901 3.438 -0.022 0.212
H -0.303 3.374 1.653 0.288
C 1.111 -2.087 -0.720 -0.758
N 0.445 -0.881 -0.079 -0.213
C -1.056 -1.013 -0.272 -0.678
H 2.184 -1.975 -0.409 0.359
H 0.627 -3.062 -0.270 0.354
H 1.023 -1.958 -1.848 0.350
H 0.250 1.028 0.311 0.406
H 0.643 -0.903 0.900 0.366
H -1.659 -0.698 0.600 0.338
H -1.160 -2.115 -0.362 0.392
H -1.323 -0.577 -1.284 0.327
```

Values from the calculation:
Net charge: +1
<S²>: 0.754
Lowest unoccupied orbital energy (spin up / spin down), eV: -3.4224 / -8.9300
E_HOMO (spin up / spin down), eV: -14.409 / -14.378
Frontier orbital gap (spin up / spin down), eV: 10.9869 / 5.4483
Multiplicity: 2

Preferred: arrangement a; penalty for the next structure: 0.0505 hartree.

Arrangement a

Molecular formula: H10NaO5
Method: DFT, ωB97M-V with the def2-TZVPD basis set

```
16
Properties=species:S:1:pos:R:3:mulliken_charge:R:1
Na -23.556 -8.858 10.678 0.873
O -21.533 -8.529 9.856 -0.527
H -20.707 -8.838 10.222 0.271
H -21.370 -8.224 8.930 0.278
O -22.790 -10.877 11.114 -0.601
H -21.998 -10.899 11.580 0.287
H -22.598 -11.523 10.449 0.311
O -24.387 -8.838 8.513 -0.592
H -23.865 -9.006 7.775 0.287
H -24.732 -7.964 8.421 0.318
O -22.910 -8.234 12.754 -0.624
H -22.295 -8.550 13.427 0.320
H -22.405 -7.645 12.216 0.351
O -23.853 -6.570 10.343 -0.556
H -23.451 -5.978 9.666 0.318
H -23.999 -5.847 10.953 0.286
```

Values from the calculation:
Net charge: +1
Lowest unoccupied orbital energy, eV: -3.5550
E_HOMO, eV: -15.825
Frontier orbital gap, eV: 12.2703
Multiplicity: 1

Arrangement b

Molecular formula: H10NaO5
Method: DFT, ωB97M-V with the def2-TZVPD basis set

```
16
Properties=species:S:1:pos:R:3:mulliken_charge:R:1
Na 0.427 0.265 -0.437 0.754
O -0.083 2.545 0.217 -0.552
H 0.656 3.168 0.211 0.298
H -0.777 2.976 0.732 0.291
O -0.138 -1.399 -2.199 -0.520
H 0.377 -2.154 -2.518 0.291
H -0.731 -1.167 -2.929 0.303
O -2.183 0.102 -0.076 -0.551
H -2.421 -0.819 -0.244 0.294
H -2.921 0.614 -0.434 0.307
O 2.188 0.828 1.705 -0.584
H 2.989 0.534 1.248 0.333
H 2.529 1.431 2.379 0.296
O 0.208 -1.976 0.692 -0.545
H -0.434 -2.456 0.153 0.297
H 0.315 -2.492 1.501 0.288
```

Values from the calculation:
Net charge: +1
Lowest unoccupied orbital energy, eV: -3.2763
E_HOMO, eV: -15.194
Frontier orbital gap, eV: 11.9179
Multiplicity: 1

Preferred: arrangement b; penalty for the next structure: 0.0128 hartree.

Arrangement a

Molecular formula: C3H7N2OP
Method: DFT, ωB97M-V with the def2-TZVPD basis set

```
14
Properties=species:S:1:pos:R:3:mulliken_charge:R:1
C 2.123 0.004 0.083 0.023
C 1.030 -0.950 0.214 -0.017
C -0.891 0.943 -1.374 -0.964
N 1.788 -0.268 1.237 -0.600
N -0.993 0.354 1.436 -0.706
O -1.571 -1.627 -0.399 -0.684
P -0.768 -0.467 -0.070 0.863
H 2.826 0.533 -0.658 0.293
H 1.147 -2.242 -0.094 0.240
H 0.020 0.980 -1.989 0.316
H -1.934 0.829 -1.744 0.297
H -0.811 1.705 -0.576 0.316
H -0.109 0.268 1.988 0.321
H -1.857 -0.063 1.944 0.302
```

Values from the calculation:
Lowest unoccupied orbital energy, eV: 0.6942
E_HOMO, eV: -9.606
Frontier orbital gap, eV: 10.3002
Multiplicity: 1

Arrangement b

Molecular formula: C3H7N2OP
Method: DFT, ωB97M-V with the def2-TZVPD basis set

```
14
Properties=species:S:1:pos:R:3:mulliken_charge:R:1
C 0.090 -0.613 -1.260 0.450
C 1.195 -0.179 -0.223 -0.638
C 0.902 -0.124 1.232 -0.310
N -1.023 0.292 -1.271 -0.297
N -0.091 0.909 1.693 -0.482
O 0.313 -1.445 -2.107 -0.546
P -1.305 0.693 0.547 0.250
H 2.062 -0.887 -0.466 0.276
H 1.583 0.846 -0.546 0.291
H 0.509 -1.120 1.639 0.276
H 1.960 -0.026 1.757 0.272
H -1.607 0.165 -2.066 0.265
H -2.115 1.716 0.268 0.086
H -2.471 -0.227 0.803 0.107
```

Values from the calculation:
Lowest unoccupied orbital energy, eV: 0.3777
E_HOMO, eV: -9.068
Frontier orbital gap, eV: 9.4461
Multiplicity: 1

Preferred: arrangement a; penalty for the next structure: 0.0101 hartree.

Arrangement a

Molecular formula: C5H9IN3
Method: DFT, ωB97M-V with the def2-TZVPD basis set

```
18
Properties=species:S:1:pos:R:3:mulliken_charge:R:1
C -0.973 -0.382 -0.472 0.634
C 0.887 -0.800 1.020 0.559
C -1.749 0.060 -1.405 -0.408
C 0.396 1.436 1.972 -0.938
C -1.569 -0.107 -2.873 -1.080
N -0.210 -0.892 0.327 -0.271
N 1.119 0.170 1.948 -0.139
N 1.716 -1.853 0.898 -0.436
I 0.966 2.806 0.284 0.134
H -0.690 1.294 1.990 0.388
H -2.573 0.703 -0.994 0.326
H 0.575 1.910 2.999 0.446
H -2.397 -0.583 -3.414 0.346
H -0.826 -0.786 -2.862 0.348
H -1.109 0.783 -3.305 0.297
H 1.903 0.181 2.533 0.238
H 1.844 -2.221 0.012 0.275
H 2.691 -1.721 1.341 0.280
```

Values from the calculation:
Net charge: +1
Lowest unoccupied orbital energy, eV: -4.3645
E_HOMO, eV: -13.060
Frontier orbital gap, eV: 8.6960
Multiplicity: 1

Arrangement b

Molecular formula: C5H9IN3
Method: DFT, ωB97M-V with the def2-TZVPD basis set

```
18
Properties=species:S:1:pos:R:3:mulliken_charge:R:1
C 0.542 0.819 -0.267 -0.131
C -0.963 2.774 -0.051 0.251
C -0.317 -0.192 -0.120 -0.157
C 1.353 -2.129 -0.402 0.142
C -1.758 2.485 1.189 -0.922
N -0.062 2.057 -0.502 -0.322
N 2.165 -2.390 -1.388 -0.284
N 0.778 -3.055 0.363 -0.324
I -2.137 -0.647 -0.773 0.357
H 1.638 0.891 0.027 0.289
H -1.393 3.733 -0.631 0.275
H -1.186 1.774 1.885 0.278
H -2.827 2.151 0.828 0.224
H -2.098 3.294 1.874 0.360
H 2.250 -1.738 -2.051 0.242
H 2.967 -2.974 -1.378 0.238
H 0.138 -2.795 1.140 0.264
H 0.911 -4.059 0.259 0.221
```

Values from the calculation:
Net charge: +1
Lowest unoccupied orbital energy (spin up / spin down), eV: -5.1110 / -5.1111
E_HOMO (spin up / spin down), eV: -12.246 / -12.247
Frontier orbital gap (spin up / spin down), eV: 7.1354 / 7.1360
Multiplicity: 1

Preferred: arrangement a; penalty for the next structure: 0.1312 hartree.

Arrangement a

Molecular formula: HNO5S
Method: DFT, ωB97M-V with the def2-TZVPD basis set

```
8
Properties=species:S:1:pos:R:3:mulliken_charge:R:1
N 1.548 0.684 0.547 0.275
O 2.547 -0.039 0.104 -0.656
O -2.218 -0.532 -1.739 -0.661
O -0.561 -1.504 -0.152 -0.600
O -1.990 0.220 0.607 -0.607
O 0.695 1.158 -0.208 -0.545
S -1.229 -0.245 -0.568 0.615
H 1.209 0.257 1.409 0.179
```

Values from the calculation:
Net charge: -2
Lowest unoccupied orbital energy (spin up / spin down), eV: 7.1613 / 7.0532
E_HOMO (spin up / spin down), eV: 0.981 / 1.632
Frontier orbital gap (spin up / spin down), eV: 6.1808 / 5.4209
Multiplicity: 1

Arrangement b

Molecular formula: HNO5S
Method: DFT, ωB97M-V with the def2-TZVPD basis set

```
8
Properties=species:S:1:pos:R:3:mulliken_charge:R:1
N 1.607 0.506 0.599 0.066
O 2.741 0.384 -0.112 -0.656
O -1.823 -0.298 -1.791 -0.591
O -0.809 -1.562 0.121 -0.639
O -2.199 0.332 0.587 -0.619
O 0.565 1.199 0.069 -0.500
S -1.248 -0.226 -0.430 0.678
H 1.165 -0.334 0.957 0.262
```

Values from the calculation:
Net charge: -2
Lowest unoccupied orbital energy (spin up / spin down), eV: 7.0590 / 6.8853
E_HOMO (spin up / spin down), eV: 1.435 / 0.862
Frontier orbital gap (spin up / spin down), eV: 5.6243 / 6.0232
Multiplicity: 1

Preferred: arrangement b; penalty for the next structure: 0.0058 hartree.

Arrangement a

Molecular formula: C2H10N4O
Method: DFT, ωB97M-V with the def2-TZVPD basis set

```
17
Properties=species:S:1:pos:R:3:mulliken_charge:R:1
C -2.112 -0.373 -0.670 -0.969
N -1.011 0.105 0.162 -0.478
H -1.164 -0.151 1.133 0.273
H -0.658 1.160 -0.020 0.425
H -1.994 0.032 -1.675 0.316
H -3.087 -0.061 -0.282 0.317
H -2.074 -1.461 -0.726 0.386
N 1.590 0.308 -0.016 -0.072
N 1.911 0.360 1.254 -0.302
C 0.604 -0.711 -0.405 0.167
O 0.704 1.862 -0.382 -0.690
N 0.813 -1.942 -0.026 -0.733
H 1.039 2.140 -1.241 0.282
H 2.736 0.908 1.461 0.260
H 1.172 0.406 1.954 0.193
H 1.097 -2.004 0.951 0.242
H 0.433 -0.577 -1.471 0.384
```

Values from the calculation:
Lowest unoccupied orbital energy, eV: 0.7237
E_HOMO, eV: -8.153
Frontier orbital gap, eV: 8.8767
Multiplicity: 1

Arrangement b

Molecular formula: C2H10N4O
Method: DFT, ωB97M-V with the def2-TZVPD basis set

```
17
Properties=species:S:1:pos:R:3:mulliken_charge:R:1
N -0.010 1.528 1.854 -0.419
C -0.338 0.234 2.183 0.598
N 0.262 -0.713 1.349 -0.592
N -1.134 -0.097 3.125 -0.713
H -0.261 2.245 2.502 0.172
H 0.735 1.750 1.221 0.221
H 1.276 -0.679 1.423 0.276
H 0.069 -1.653 1.672 0.239
H -1.633 0.720 3.466 0.205
N 0.108 -1.331 -1.606 -0.632
C 0.038 -0.512 -2.770 -0.297
O 0.199 0.869 -2.437 -0.533
H 1.022 -1.271 -1.175 0.259
H -0.506 -0.990 -0.881 0.305
H 0.826 -0.839 -3.456 0.330
H -0.938 -0.663 -3.240 0.299
H 0.288 1.403 -3.228 0.282
```

Values from the calculation:
Lowest unoccupied orbital energy, eV: 0.7285
E_HOMO, eV: -9.146
Frontier orbital gap, eV: 9.8741
Multiplicity: 1

Preferred: arrangement b; penalty for the next structure: 0.1728 hartree.

Arrangement a

Molecular formula: C7H12Si
Method: DFT, ωB97M-V with the def2-TZVPD basis set

```
20
Properties=species:S:1:pos:R:3:mulliken_charge:R:1
C 0.789 0.341 1.864 -0.597
C 0.923 -0.801 1.247 -0.592
C -1.192 1.318 0.728 -0.861
C -1.279 0.070 -0.137 -0.819
C 0.782 1.025 -0.421 -0.823
C 0.319 1.479 0.944 0.028
C 0.150 -0.392 -0.412 0.378
Si 0.518 -1.949 -1.485 0.359
H 0.900 0.603 2.876 0.444
H 1.241 -1.828 1.268 0.450
H -1.797 2.250 0.331 0.253
H -1.642 1.199 1.684 0.432
H -1.886 -0.679 0.449 0.295
H -1.797 0.040 -1.100 0.396
H 0.260 1.653 -1.092 0.355
H 1.930 1.112 -0.658 0.251
H 0.567 2.547 1.195 0.405
H -0.148 -1.355 -2.694 -0.115
H -0.101 -3.142 -0.783 -0.082
H 1.852 -2.077 -1.723 -0.158
```

Values from the calculation:
Lowest unoccupied orbital energy, eV: 0.9230
E_HOMO, eV: -8.750
Frontier orbital gap, eV: 9.6731
Multiplicity: 1

Arrangement b

Molecular formula: C7H12Si
Method: DFT, ωB97M-V with the def2-TZVPD basis set

```
20
Properties=species:S:1:pos:R:3:mulliken_charge:R:1
C -1.403 1.027 -0.040 -0.606
C -1.026 2.321 -0.312 -0.098
C -0.438 -0.067 -0.153 1.017
C 0.790 0.259 -0.577 -0.596
C 0.347 2.625 -0.673 -0.942
C -1.140 -2.171 1.337 -1.184
C -0.868 -1.484 -0.130 -0.763
Si 2.526 -0.234 -0.477 0.333
H -2.440 0.823 0.222 0.350
H -1.762 3.100 -0.356 0.376
H 0.750 3.390 -1.376 0.310
H 0.968 2.593 0.184 0.324
H -0.784 -3.157 1.264 0.379
H -2.192 -2.269 1.502 0.318
H -0.553 -1.793 2.105 0.407
H -1.822 -1.590 -0.540 0.365
H -0.291 -2.249 -0.621 0.400
H 3.297 0.057 -1.815 -0.099
H 2.977 -1.593 -0.227 -0.161
H 3.063 0.415 0.684 -0.130
```

Values from the calculation:
Lowest unoccupied orbital energy (spin up / spin down), eV: -0.1643 / -0.1688
E_HOMO (spin up / spin down), eV: -8.267 / -8.269
Frontier orbital gap (spin up / spin down), eV: 8.1026 / 8.0999
Multiplicity: 1

Preferred: arrangement a; penalty for the next structure: 0.0622 hartree.

Arrangement a

Molecular formula: C2H5N
Method: DFT, ωB97M-V with the def2-TZVPD basis set

```
8
Properties=species:S:1:pos:R:3:mulliken_charge:R:1
C -0.615 0.773 -0.286 -0.757
C 0.075 -0.425 0.198 0.020
N 1.304 -0.642 -0.050 -0.661
H -0.738 -0.123 -0.981 0.151
H -1.514 1.059 0.239 0.287
H 0.079 1.521 -0.623 0.311
H -0.427 -1.245 0.741 0.410
H 1.835 -0.919 0.762 0.239
```

Values from the calculation:
Lowest unoccupied orbital energy, eV: 1.1495
E_HOMO, eV: -8.314
Frontier orbital gap, eV: 9.4636
Multiplicity: 1

Arrangement b

Molecular formula: C2H5N
Method: DFT, ωB97M-V with the def2-TZVPD basis set

```
8
Properties=species:S:1:pos:R:3:mulliken_charge:R:1
C 0.716 -0.382 0.048 -0.233
C -0.736 -0.388 0.033 -0.231
H 1.209 -0.726 -0.803 0.157
H 1.469 -0.516 0.958 0.174
H -1.489 -0.590 0.911 0.239
H -1.045 -0.795 -0.974 0.161
H -0.212 1.412 0.596 0.226
N 0.027 0.833 -0.168 -0.492
```

Values from the calculation:
Lowest unoccupied orbital energy, eV: 1.2905
E_HOMO, eV: -9.314
Frontier orbital gap, eV: 10.6047
Multiplicity: 1

Arrangement c

Molecular formula: C2H5N
Method: DFT, ωB97M-V with the def2-TZVPD basis set

```
8
Properties=species:S:1:pos:R:3:mulliken_charge:R:1
C 0.456 0.143 -0.266 0.010
C -0.524 -0.420 0.712 -0.751
N 1.601 -0.057 -0.618 -0.382
H -1.313 1.332 -1.319 -0.023
H -1.196 -1.085 0.201 0.272
H -0.905 0.537 1.093 0.287
H -0.103 -1.031 1.599 0.282
H 1.985 0.580 -1.403 0.305
```

Values from the calculation:
Lowest unoccupied orbital energy (spin up / spin down), eV: -0.2262 / 0.2499
E_HOMO (spin up / spin down), eV: -7.801 / -9.619
Frontier orbital gap (spin up / spin down), eV: 7.5748 / 9.8689
Multiplicity: 1

Preferred: arrangement b; penalty for the next structure: 0.0306 hartree.